Molecular formula: C13H15N7O4
Method: DFT, ωB97M-V/def2-TZVPD

* SMILES: O=[N+]([O-])c1cnc2no[n+]([O-])c2c1.c1cn(C[C@@H]2CCCN2)cn1
* LUMO level: -1.452 eV
* 2S+1: 1
* frontier orbital gap: 7.152 eV

Each line ends with the Löwdin charge.
CARTESIAN COORDINATES (ANGSTROEM)
O1 2.4234 2.7231 -1.0591  0.05
O2 -1.6318 0.6816 4.0940  0.02
O3 0.6504 1.6938 -1.8628  -0.03
O4 -3.0596 0.5249 2.2912  0.06
N1 1.8004 -1.1040 -1.0362  -0.08
N2 -0.2876 1.0218 4.3260  0.15
N3 1.3197 2.1512 -0.8684  -0.29
N4 -0.9990 -0.0585 -0.5423  -0.02
N5 1.4060 1.8793 2.8237  0.12
N6 -1.9185 0.7165 2.6759  -0.15
N7 3.5932 -0.7056 0.2105  0.05
C1 -2.4508 0.1019 -0.8393  -0.16
C2 -0.6013 -1.4825 -0.4945  -0.28
C3 0.8112 1.9469 0.4576  -0.12
C4 2.4574 -1.4112 0.1351  -0.16
C5 -1.8598 -2.2404 -0.8733  -0.13
C6 -3.0465 -1.2844 -0.7062  -0.15
C7 -0.5193 1.4633 0.6952  0.04
C8 0.5346 -1.7160 -1.4901  -0.08
C9 1.6823 2.1872 1.5497  -0.03
C10 -0.7512 1.1236 2.0433  -0.08
C11 0.2208 1.3125 3.0769  -0.30
C12 3.7136 0.0208 -0.9539  -0.15
C13 2.6066 -0.2342 -1.7508  -0.10
H1 2.0381 -2.1502 0.8297  0.13
H2 -1.3428 1.8484 0.0591  0.14
H3 0.6906 -2.8023 -1.6311  0.14
H4 -0.2762 -1.7257 0.5280  0.14
H5 -2.5940 0.5518 -1.8391  0.14
H6 -0.4608 0.4871 -1.2531  0.08
H7 -2.8961 0.7790 -0.1121  0.09
H8 0.2851 -1.2436 -2.4520  0.14
H9 2.6374 2.6809 1.3533  0.13
H10 -3.5021 -1.4246 0.2792  0.11
H11 -1.7775 -2.4827 -1.9370  0.12
H12 -3.8279 -1.4327 -1.4571  0.12
H13 -1.9841 -3.1790 -0.3270  0.12
H14 4.5344 0.6928 -1.1961  0.10
H15 2.3821 0.0891 -2.7466  0.11


Molecular formula: C13H15NO3
Method: DFT, ωB97M-V/def2-TZVPD

* SMILES: CCOc1ccc(C[C@H]2CC(=O)NC2=O)cc1
* LUMO level: 0.763 eV
* relative energy (zero: lowest compared OMol25 entry of this formula, charge and spin): 1.2 kcal per mole
* 2S+1: 1
* frontier orbital gap: 9.263 eV

Each line ends with the Löwdin charge.
CARTESIAN COORDINATES (ANGSTROEM)
O1 -3.2803 0.2842 0.3416  -0.05
O2 1.4774 -2.2574 1.6366  0.11
O3 3.2423 -0.3436 -2.0804  0.11
N1 2.2884 -1.5241 -0.3703  0.20
C1 -3.9522 -0.5446 -0.5853  -0.25
C2 0.7013 1.4264 -0.0522  -0.24
C3 -0.0534 1.7177 1.0794  -0.04
C4 -1.3694 1.3215 1.1764  0.01
C5 2.1544 1.8036 -0.1313  -0.10
C6 2.0570 -1.4333 0.9863  -0.45
C7 3.0768 0.6006 0.1724  -0.19
C8 -1.2342 0.3349 -1.0044  -0.01
C9 2.6967 -0.1432 1.4517  -0.03
C10 2.9172 -0.4342 -0.9282  -0.45
C11 -1.9774 0.6133 0.1385  -0.27
C12 0.0849 0.7436 -1.0905  -0.03
C13 -3.5406 -2.0093 -0.4685  -0.06
H1 2.0003 -2.3243 -0.9170  0.17
H2 -4.1183 -2.6097 -1.1659  0.08
H3 -5.0093 -0.4345 -0.3272  0.12
H4 -1.6676 -0.1926 -1.8395  0.11
H5 3.5692 -0.3952 2.0572  0.13
H6 0.6409 0.5270 -1.9913  0.12
H7 -1.9561 1.5475 2.0526  0.12
H8 4.1096 0.9568 0.1817  0.15
H9 2.3713 2.5968 0.5862  0.12
H10 2.0011 0.4084 2.0819  0.12
H11 2.3961 2.1662 -1.1325  0.13
H12 -2.4824 -2.1341 -0.6849  0.07
H13 -3.7253 -2.3638 0.5423  0.08
H14 0.3910 2.2729 1.8939  0.12
H15 -3.8095 -0.1776 -1.6094  0.11


Molecular formula: C13H15NSTb
Method: DFT, ωB97M-V/def2-TZVPD

* LUMO level (spin up / spin down): 2.852 / 2.873 eV
* charge: -1
* 2S+1: 7
* frontier orbital gap (spin up / spin down): 6.035 / 6.383 eV

Each line ends with the Mulliken spin population.
CARTESIAN COORDINATES (ANGSTROEM)
Tb1 0.7133 -0.1395 -0.7616  6.10
S1 -1.4849 -1.7486 -0.2988  0.00
N1 1.2695 -0.3288 1.1818  -0.17
C1 1.2213 2.1105 0.3418  0.03
C2 1.3159 -2.0767 -2.3856  0.00
C3 3.1612 -1.0796 -1.3962  -0.02
C4 1.6472 -0.8998 -3.1429  -0.02
C5 -3.4584 1.2765 1.3631  0.00
C6 2.7906 -0.2928 -2.5303  0.02
C7 -2.8954 -0.3209 3.1172  0.00
C8 -2.1352 -0.6880 0.8495  -0.01
C9 -2.1771 -1.0692 2.2099  0.00
C10 -3.5517 0.8566 2.7034  0.00
C11 2.2505 -2.1778 -1.2999  0.01
C12 1.4595 2.2664 -0.9984  0.03
C13 -2.7346 0.5356 0.4496  0.01
H1 2.4734 2.3719 -1.4036  -0.01
H2 3.3132 0.5948 -2.8838  0.00
H3 0.6572 2.4229 -1.7448  0.01
H4 -1.6457 -1.9789 2.4982  0.00
H5 1.3726 -0.5181 2.1957  0.01
H6 1.1179 -0.5314 -4.0251  0.00
H7 -2.9646 -0.6464 4.1648  0.00
H8 0.2069 2.1294 0.7721  0.00
H9 2.0293 2.1064 1.0791  0.00
H10 4.0295 -0.9127 -0.7659  0.00
H11 -2.6575 0.8328 -0.6026  0.00
H12 0.4957 -2.7631 -2.5913  0.00
H13 -3.9733 2.1967 1.0416  0.00
H14 2.2860 -2.9711 -0.5600  0.00
H15 -4.1323 1.4432 3.4229  0.00


> Which value of 2S+1 does entry 1 give?

1